Below is C2H5O2PS2 in the gas phase at a distorted geometry, with properties calculated with wB97M-V/def2-TZVPD.

Computed properties:
E	-37207.69089	eV
HOMO energy	-8.62	eV
energy above the lowest of the compared OMol25 structures with the same formula, charge and spin	265.23	kJ/mol
structure (SMILES)	O[C@H]1P[C@H](O)SS1
Kohn-Sham gap	8.91	eV
LUMO level	0.011	hartree

```
! wB97M-V def2-TZVPD RIJCOSX def2/J DEFGRID3
* xyz 0 1
C -0.250 1.312 -0.871
C 0.372 -1.097 0.636
O 0.670 2.354 -0.817
O -0.632 -2.042 0.666
P 0.456 -0.473 -1.268
S -1.396 1.274 0.741
S 0.077 0.298 1.789
H -0.869 1.569 -1.635
H 1.264 -1.542 0.901
H 1.342 2.074 -0.080
H -0.288 -2.592 1.421
H -0.745 -1.135 -1.483
*
```